(1)
DFT (ωB97M-V/def2-TZVPD) results for C18H22CrF4MgN3O21P2 as an isolated structure at a distorted geometry.

```
72
Properties=species:S:1:pos:R:3:mulliken_spin:R:1
Cr 2.54858 0.32001 -1.05858 3.10
Mg 2.24916 -0.68698 1.95914 0.01
O 3.62296 0.48846 2.64488 0.00
H 3.45514 0.53396 3.59693 0.00
P 0.27697 -0.50159 0.31535 0.00
O 0.68267 -1.57141 1.36781 0.00
O 1.45527 0.52494 0.58109 0.00
O -1.04201 0.16990 0.72568 -0.01
O 0.83356 -0.70093 -1.11676 0.03
P 4.72597 -0.69566 -0.30638 0.02
O 3.34237 -0.99853 0.36881 -0.05
O 4.13255 0.79639 -0.05893 -0.15
O 4.33448 -0.41127 -1.79521 0.00
O 5.94190 -0.39830 0.52157 -0.01
C -3.95416 0.48970 0.45345 0.00
C -3.65589 -0.30270 -0.80756 0.00
O -4.14234 0.50218 -1.86357 0.00
C -4.79220 1.56886 -1.35296 0.00
O -5.33892 2.42872 -1.97128 0.00
O -4.79442 1.55920 -0.01135 0.00
F -4.33065 -1.49495 -0.87203 0.00
H -3.06733 0.98450 0.83288 0.00
H -4.40294 -0.15810 1.20338 0.00
H -2.58627 -0.47035 -0.91568 0.00
C 3.12223 -3.59709 -1.65277 0.00
C 2.96716 -4.85911 -0.81230 0.00
O 2.04727 -5.61518 -1.57185 0.00
C 2.02473 -5.23534 -2.85778 0.00
O 1.40806 -5.73625 -3.74199 0.00
O 2.79735 -4.13385 -2.95907 0.00
F 2.44005 -4.63368 0.40157 0.00
H 4.01296 -2.99775 -1.80316 0.00
H 2.31172 -2.93931 -1.32574 0.00
H 3.87792 -5.46027 -0.73550 0.00
C -3.21635 -2.49823 3.01185 0.00
C -1.73354 -2.51117 3.28062 0.00
O -1.35396 -3.79060 2.83607 0.00
C -2.24559 -4.25942 1.92998 0.00
O -2.09101 -5.25687 1.31955 0.00
O -3.35343 -3.43486 1.94653 0.00
F -1.37314 -2.44063 4.59031 0.00
H -3.56428 -1.48859 2.79597 0.00
H -3.88104 -2.87713 3.79478 0.00
H -1.18930 -1.79198 2.65644 0.00
C -0.85835 3.09528 0.74944 0.00
C -0.78861 4.43710 0.05761 0.00
O -2.13237 4.88925 0.03525 0.00
C -2.84531 4.15201 0.93890 0.00
O -3.94020 4.42844 1.30924 0.00
O -2.12664 3.13107 1.42292 0.00
F -0.44103 4.25373 -1.25483 0.00
H -0.02362 2.87605 1.41468 0.00
H -0.80767 2.27731 0.03027 0.00
H -0.13798 5.20820 0.46837 0.00
C -1.45339 0.92140 3.78861 0.00
C -0.08283 0.42425 3.80281 0.00
N 0.96451 -0.03833 3.82004 0.00
H -2.13043 0.11661 4.09157 0.00
H -1.66326 0.97988 2.71434 0.00
H -1.67984 1.76037 4.43525 0.00
C 2.77803 5.00012 -2.01968 0.00
C 2.36751 3.66714 -1.62383 0.01
N 2.13638 2.58898 -1.33008 0.01
H 3.49861 4.94380 -2.83615 0.00
H 3.33965 5.45520 -1.20186 0.00
H 1.94767 5.64164 -2.30382 0.00
C 0.67562 0.50562 -5.39247 0.00
C 1.54406 0.59265 -4.23735 0.03
N 2.23009 0.61806 -3.32297 0.01
H -0.15554 -0.17062 -5.19472 0.00
H 1.15694 0.38338 -6.35865 0.00
H 0.12567 1.44266 -5.54712 0.00
```

- E_tot: -129812.824 eV
- 2S+1: 4
- Charge: -2
- HOMO energy (alpha / beta): -0.70 / -0.84 eV
- ⟨S²⟩: 3.8388


(2)
DFT (ωB97M-V/def2-TZVPD) results for C18H22F2N6O3PPd as an isolated structure.

```
53
Properties=species:S:1:pos:R:3:mulliken_spin:R:1
Pd 0.00227 0.28611 -0.69742 0.62
O 0.07169 -0.15337 1.45401 0.36
C 0.95208 -0.51685 2.26543 0.09
C 0.53189 -0.86169 3.60564 0.16
C 1.41619 -1.25446 4.55684 -0.06
C 2.78787 -1.34123 4.23508 0.25
C 3.23891 -1.02573 2.96556 -0.10
C 2.37957 -0.60723 1.95450 0.17
C 2.91258 -0.26234 0.65022 -0.03
N 2.23770 -0.08607 -0.47827 0.10
C 3.14680 0.18798 -1.45564 0.00
C 4.40440 0.18370 -0.91953 0.08
N 4.24414 -0.10251 0.40356 0.02
H -0.52948 -0.79208 3.80159 0.00
H 1.07804 -1.50774 5.55213 0.00
H 3.49728 -1.66605 4.98370 0.01
H 4.29657 -1.13598 2.76658 0.00
H 2.84363 0.38449 -2.46955 0.01
H 5.36914 0.37042 -1.35652 0.00
H 4.98609 -0.13421 1.08075 0.00
N -3.90625 -1.40176 -1.04999 0.01
C -2.70439 -0.76503 -1.57132 0.03
P -1.34959 -1.98779 -1.20763 0.07
O -1.95807 -3.03451 -2.25970 0.00
O -1.71930 -2.42817 0.28169 0.01
C 0.41064 -2.61774 -1.27953 0.03
N 0.36659 -4.03810 -1.58084 0.01
H -2.68240 -2.28199 0.39736 0.00
H -4.25686 -2.10964 -1.68300 0.00
H -4.63740 -0.72681 -0.86935 0.00
H -2.51935 0.16193 -1.03571 0.00
H -2.69375 -0.57636 -2.64592 0.00
H 0.85901 -2.36689 -0.31987 -0.01
H 0.91528 -2.07182 -2.06985 -0.01
H -1.34249 -3.80003 -2.32812 0.00
H 0.36487 -4.61659 -0.75198 0.00
H 1.11770 -4.32576 -2.19203 0.00
F 0.79159 1.69874 -2.95199 0.00
C -0.06733 0.62939 -2.70706 0.13
F 0.43175 -0.40913 -3.49093 0.01
H -1.01590 0.91672 -3.17236 0.01
N -1.72148 6.55318 -2.08259 0.00
C -1.79761 5.64559 -1.38391 0.00
C -1.89316 4.50955 -0.50952 0.00
C -2.62798 4.56888 0.66925 0.00
C -2.67668 3.44343 1.47123 0.00
C -1.99411 2.30802 1.06849 0.00
N -1.29254 2.24514 -0.06644 0.02
C -1.24125 3.32591 -0.84068 0.00
H -3.14287 5.47943 0.94356 0.00
H -3.23230 3.44425 2.39804 0.00
H -1.99422 1.40844 1.67255 0.00
H -0.65752 3.25438 -1.75051 0.00
```

- E_tot: -52303.479 eV
- 2S+1: 3
- Charge: +1
- HOMO energy (alpha / beta): -9.53 / -11.45 eV
- ⟨S²⟩: 2.0527
- Relative energy (zero: lowest compared OMol25 entry of this formula, charge and spin): 1.045 eV


(3)
DFT (ωB97M-V/def2-TZVPD) results for one molecule with the formula C18H22F3N3O3 at a distorted geometry.

```
49
Properties=species:S:1:pos:R:3:nbo_charge:R:1
C -1.73537 1.66291 -4.07833 -0.62
C -0.63584 0.93627 -3.53977 0.03
C -0.09894 -0.44024 -3.91182 -0.56
N -0.58798 1.32622 -2.07659 -0.46
C -1.67841 0.53956 -1.32918 -0.24
C -1.13577 -0.40634 -0.48604 -0.06
O -2.52749 -1.09783 0.05459 -0.75
C 0.35162 1.99276 -1.30977 0.69
O 0.27453 1.87789 -0.09978 -0.64
C 1.84901 2.03118 -1.91240 -0.43
C 3.06244 1.63112 -0.81583 -0.37
C 2.66976 0.12217 -0.62591 0.54
N 2.03169 -0.81199 -1.44954 -0.38
N 1.96862 -1.80133 -0.60337 -0.30
C 2.03555 -1.63624 0.52959 0.51
C 1.61316 -2.31809 1.76201 -0.47
C 0.89920 -1.50725 2.72111 -0.05
C 1.64810 -0.66872 3.67557 -0.18
C 0.90752 0.22193 4.46650 -0.14
C -0.59191 -0.14280 4.42807 -0.20
C -1.14779 -0.84941 3.64870 -0.18
C -2.87753 -1.06883 3.55791 1.04
F -3.12973 -0.29863 2.79285 -0.25
F -3.13282 -2.17738 3.22650 -0.27
F -3.30778 -0.73368 4.83278 -0.37
C -0.38194 -1.82506 2.84883 -0.18
O 2.47164 -0.10155 0.70254 -0.49
H -1.58447 1.65731 -5.08023 0.22
H -2.53155 0.83986 -3.87151 0.18
H -2.04054 2.53318 -3.71814 0.23
H 0.44562 1.56331 -3.79955 0.16
H 0.58139 -0.79831 -3.17764 0.28
H -0.16474 -0.46148 -4.83382 0.20
H -1.21690 -1.00244 -3.44932 0.13
H -2.41192 0.66582 -1.93255 0.22
H -2.03167 1.50479 -0.64401 0.20
H -0.70475 -1.15027 -1.13600 0.21
H -0.82188 -0.13169 0.33232 0.20
H -2.86784 -0.40521 0.46994 0.44
H 1.84889 3.17136 -1.97525 0.22
H 2.15427 1.58694 -2.66651 0.18
H 3.74806 1.71702 -1.31147 0.16
H 2.73241 2.20523 0.04827 0.26
H 2.71086 -2.77061 2.15314 0.22
H 1.29343 -3.26547 1.45997 0.26
H 2.68386 -0.43040 3.64054 0.22
H 1.41242 0.49437 5.14681 0.17
H -1.21317 0.48066 5.25261 0.21
H -0.83530 -2.46064 2.08316 0.23
```

- E_tot: -37768.015 eV
- Charge: 0
- HOMO energy: -9.15 eV
- Structure (SMILES): CC(C)N(CCO)C(=O)CCc1nnc(Cc2cccc(C(F)(F)F)c2)o1
- Relative energy (zero: lowest compared OMol25 entry of this formula, charge and spin): 21.347 eV


(4)
DFT (ωB97M-V/def2-TZVPD) results for a 6-piece molecular cluster, C18H22F5NO16 overall at a distorted geometry.

```
62
Properties=species:S:1:pos:R:3:nbo_charge:R:1
O 2.55580 1.03617 3.95541 -0.55
C 1.81104 0.19948 4.33411 0.97
O 0.82363 0.32397 5.22097 -0.47
C 0.43645 -0.96236 5.63869 -0.13
C 0.99942 -1.91083 4.62710 0.43
F 0.01407 -2.26034 3.71144 -0.36
O 2.00255 -1.11614 4.04381 -0.48
H 0.86478 -1.17280 6.63530 0.20
H -0.65859 -0.99558 5.67852 0.22
H 1.33854 -2.83458 5.04651 0.18
O 4.82594 -0.89388 -5.96166 -0.55
C 4.31938 -0.89639 -4.91029 0.98
O 3.20213 -0.13628 -4.58530 -0.51
C 3.01237 -0.19768 -3.15105 -0.13
C 3.81150 -1.49413 -2.75002 0.45
F 3.08516 -2.61978 -2.62794 -0.32
O 4.63410 -1.71260 -3.88187 -0.50
H 3.48887 0.68313 -2.68911 0.19
H 1.96319 -0.21660 -2.94372 0.23
H 4.45132 -1.37841 -1.85588 0.17
O 3.37171 -4.02441 -0.02059 -0.55
C 2.21314 -4.16427 0.19018 0.98
O 1.48519 -3.73580 1.21534 -0.48
C 0.07764 -4.14252 1.03029 -0.12
C 0.11428 -4.78558 -0.35707 0.43
F -0.53149 -3.94822 -1.23024 -0.36
O 1.40272 -4.89331 -0.67545 -0.49
H -0.20458 -4.89941 1.76542 0.20
H -0.54428 -3.22702 1.04920 0.23
H -0.37550 -5.75438 -0.45588 0.16
O -1.97153 3.08263 3.35025 -0.56
C -2.51929 3.94198 2.77152 0.98
O -2.97453 3.85087 1.50231 -0.49
C -3.44700 5.04055 1.06927 -0.12
C -3.72068 5.81262 2.37636 0.43
F -4.93671 5.50090 2.81214 -0.33
O -2.74249 5.21947 3.26380 -0.50
H -2.66303 5.52939 0.45641 0.19
H -4.39009 5.01180 0.56077 0.22
H -3.56679 6.89494 2.35174 0.18
O 1.06125 -0.86598 -0.69011 -0.58
C 0.43983 -0.11486 -0.06522 0.98
O 0.55900 0.00604 1.23456 -0.48
C -0.29029 1.03835 1.73469 -0.13
C -0.76126 1.73849 0.47839 0.43
F -0.04747 2.78011 0.25392 -0.32
O -0.46302 0.80612 -0.52896 -0.51
H -1.08750 0.47746 2.21030 0.20
H 0.21488 1.69264 2.44030 0.23
H -1.79006 2.02464 0.60377 0.18
C -0.60300 0.72056 -4.46746 -0.41
N -1.81320 0.26869 -3.79099 -0.44
C -1.75020 -1.08153 -3.21483 -0.42
C -2.69037 1.22732 -3.26715 0.54
O -3.56918 0.91656 -2.51850 -0.61
H 0.20408 1.01792 -3.79550 0.18
H -0.85125 1.57447 -5.08724 0.21
H -0.22500 -0.03147 -5.12573 0.21
H -2.69439 -1.33932 -2.78441 0.23
H -1.43530 -1.73586 -4.00908 0.20
H -0.93949 -1.11934 -2.48543 0.20
H -2.52641 2.24441 -3.68610 0.11
```

- E_tot: -66860.619 eV
- Charge: 0
- HOMO energy: -9.09 eV
- Structure (SMILES): O=C1OC[C@@H](F)O1.O=C1OC[C@@H](F)O1.O=C1OC[C@@H](F)O1.O=C1OC[C@@H](F)O1.O=C1OC[C@@H](F)O1.CN(C)C=O


(5)
DFT (ωB97M-V/def2-TZVPD) results for C18H22IrNO2Te as an isolated structure.

```
45
Properties=species:S:1:pos:R:3:mulliken_spin:R:1
Ir 0.10032 0.76802 0.20732 0.99
C -0.64199 1.46986 4.58732 0.00
C -0.70643 2.34258 3.33409 0.03
C -0.57925 3.83332 3.68129 0.01
C 0.32701 1.94863 2.29847 0.10
C 1.00251 0.69547 2.33210 0.03
C 2.03413 0.36799 1.41978 0.11
C 2.40226 1.25021 0.37889 0.07
C 3.56198 0.98446 -0.52922 0.01
C 1.61493 2.44093 0.25330 0.07
C 0.63580 2.79921 1.20485 0.01
H -1.35296 1.84851 5.31856 0.00
H 0.34686 1.50314 5.04975 0.00
H -0.91372 0.42961 4.39840 0.00
H -1.68806 2.19314 2.86487 -0.01
H 0.41990 4.07217 4.04920 0.00
H -1.28667 4.06768 4.47416 0.00
H -0.81690 4.49048 2.84581 0.00
H 0.76193 -0.00734 3.11834 0.01
H 2.56536 -0.57029 1.52227 0.02
H 3.28180 0.37736 -1.38920 0.00
H 4.34205 0.45240 0.01409 0.00
H 3.97375 1.92136 -0.90058 0.00
H 1.80823 3.12175 -0.56787 0.00
H 0.09405 3.72758 1.08273 -0.01
C -1.09632 1.22008 -2.80136 0.12
C -0.04332 0.68527 -1.88944 0.07
O 0.95841 0.09795 -2.14351 0.50
H -0.77253 1.11508 -3.83571 0.00
H -1.29762 2.26113 -2.54716 0.00
H -2.01344 0.65060 -2.62830 0.00
O -2.67537 -0.27635 0.37242 0.38
N -1.88748 0.51792 0.55470 0.51
Te 0.14798 -3.52804 -0.04611 1.61
C 0.11834 -5.55765 0.03096 0.23
C -1.11342 -6.23808 -0.12765 0.02
C -1.11861 -7.60990 -0.09540 -0.01
C 0.08323 -8.30850 0.08571 0.17
C 1.30088 -7.63366 0.25227 0.00
C 1.33178 -6.26224 0.22195 0.01
H -2.03821 -5.69435 -0.27251 -0.03
H -2.04643 -8.15306 -0.21094 0.00
H 0.07172 -9.39092 0.09214 0.00
H 2.21293 -8.19492 0.40187 0.00
H 2.27064 -5.73658 0.34022 -0.03
```

- E_tot: -34706.263 eV
- 2S+1: 6
- Charge: +3
- HOMO energy (alpha / beta): -17.75 / -18.09 eV
- ⟨S²⟩: 8.7909
- Relative energy (zero: lowest compared OMol25 entry of this formula, charge and spin): 0.000 eV


> The lowest E_tot belongs to which entry?

C18H22CrF4MgN3O21P2


> Which of these has the lowest charge?

C18H22CrF4MgN3O21P2


> Among the records above, which one has the highest E_tot?

C18H22IrNO2Te